*w*
This record from the OMol25 dataset describes a single C6H7N molecule. The level of theory is wB97M-V/def2-TZVPD.

The LUMO energy is 0.0165 Eh. The HOMO-LUMO gap comes out at 9.8 eV. As for the SMILES: C=C=CCCC#N. The HOMO energy is -9.36 eV.

XYZ file:
```
14
C6H7N, DFT wB97M-V/def2-TZVPD
C -1.47 -0.92 -0.33
C -0.36 -1.65 -0.53
C 0.91 -1.32 -0.48
C 1.26 0.09 0.13
C 0.01 0.73 0.70
C -0.50 1.89 -0.05
N -0.84 2.83 -0.63
H -1.65 -0.12 -1.05
H -2.23 -0.99 0.45
H 1.75 -1.88 -0.88
H 1.68 0.69 -0.69
H 2.01 0.01 0.92
H -0.03 0.95 1.76
H -0.54 -0.30 0.66
```

*x*
This record from the OMol25 dataset describes 2 unconnected molecules or ions with the total composition C6H7N. The level of theory is wB97M-V/def2-TZVPD.

The LUMO energy is 0.0083 Eh. The HOMO-LUMO gap comes out at 9.6 eV. As for the SMILES: C#CC(=C)C.C#N. The HOMO energy is -9.37 eV.

XYZ file:
```
14
C6H7N, DFT wB97M-V/def2-TZVPD
C -1.70 0.59 0.42
C -0.75 0.83 -0.34
C 0.64 0.66 -0.67
C 0.76 -0.37 -1.52
C 1.73 1.22 0.23
H -2.72 0.37 0.26
H -0.12 -0.83 -1.85
H 1.72 -0.77 -1.56
H 2.00 2.22 -0.01
H 2.65 0.54 0.10
H 1.36 1.04 1.16
C -1.76 -1.84 1.12
N -1.48 -2.51 1.97
H -2.34 -1.14 0.69
```

Which of them is the least stable? Correct choice: *x*.

*w*
This record from the OMol25 dataset describes a single C18H22N2O2 molecule. The level of theory is wB97M-V/def2-TZVPD.

The LUMO energy is -0.0109 Eh. The HOMO-LUMO gap comes out at 8.0 eV. As for the SMILES: O=C1c2ccccc2C(=O)N1CN1CCC[C@@H]2CCCC[C@@H]21. The HOMO energy is -8.25 eV.

XYZ file:
```
44
C18H22N2O2, DFT wB97M-V/def2-TZVPD
O 0.74 -2.15 1.80
C -0.30 -1.52 2.04
C -0.57 -0.83 3.30
C 0.16 -0.73 4.48
C -0.31 0.09 5.54
C -1.53 0.76 5.41
C -2.28 0.57 4.21
C -1.79 -0.20 3.19
C -2.31 -0.60 1.88
O -3.43 -0.43 1.43
N -1.36 -1.36 1.21
C -1.38 -1.58 -0.21
N -0.84 -0.39 -0.85
C -1.74 0.54 -1.59
C -1.15 1.92 -1.62
C 0.26 1.91 -2.21
C 1.17 1.02 -1.32
C 2.62 0.96 -1.80
C 2.80 0.29 -3.18
C 2.33 -1.18 -3.09
C 0.89 -1.25 -2.53
C 0.64 -0.44 -1.23
H 1.13 -1.29 4.51
H 0.25 0.18 6.44
H -1.91 1.33 6.24
H -3.22 1.10 4.14
H -0.75 -2.44 -0.46
H -2.41 -1.81 -0.56
H -2.69 0.56 -1.11
H -1.88 0.17 -2.61
H -1.78 2.55 -2.23
H -1.11 2.34 -0.61
H 0.28 1.47 -3.21
H 0.64 2.93 -2.23
H 1.20 1.48 -0.30
H 3.19 0.39 -1.08
H 3.07 2.01 -1.89
H 2.20 0.83 -3.92
H 3.84 0.36 -3.51
H 2.42 -1.68 -4.05
H 3.00 -1.72 -2.43
H 0.60 -2.31 -2.32
H 0.15 -0.96 -3.29
H 1.18 -0.89 -0.40
```

*x*
This record from the OMol25 dataset describes a single C18H22N2O2 molecule. The level of theory is wB97M-V/def2-TZVPD.

The LUMO energy is 0.0298 Eh. The HOMO-LUMO gap comes out at 8.7 eV. As for the SMILES: Nc1ccc([C@@]23C[C@@H]2C(=O)N(CC2CCCCC2)C3=O)cc1. The HOMO energy is -7.91 eV.

XYZ file:
```
44
C18H22N2O2, DFT wB97M-V/def2-TZVPD
N -5.37 -0.74 -2.91
C -3.99 -0.64 -2.92
C -3.50 -0.72 -1.62
C -2.21 -0.62 -1.36
C -1.32 -0.21 -2.41
C 0.05 0.32 -2.15
C 0.61 1.40 -3.11
C 0.23 1.83 -1.71
C 1.35 1.73 -0.66
O 1.76 2.74 0.01
N 1.89 0.48 -0.57
C 2.91 0.16 0.45
C 2.37 -0.09 1.88
C 1.35 -1.25 1.94
C 1.09 -1.63 3.32
C 0.52 -0.49 4.17
C 1.59 0.64 4.18
C 1.85 1.20 2.78
C 1.20 -0.37 -1.35
O 1.21 -1.58 -1.16
C -1.84 -0.14 -3.71
C -3.15 -0.42 -4.09
H -5.80 -0.96 -3.83
H -5.79 -1.36 -2.23
H -4.07 -1.01 -0.77
H -1.78 -0.66 -0.35
H 0.06 1.85 -4.00
H 1.72 1.33 -3.33
H -0.60 2.52 -1.53
H 3.63 0.98 0.57
H 3.31 -0.79 0.10
H 3.32 -0.45 2.28
H 1.78 -2.19 1.53
H 0.47 -0.88 1.37
H 0.49 -2.57 3.30
H 2.12 -1.81 3.62
H -0.41 -0.05 3.81
H 0.37 -0.71 5.22
H 1.37 1.44 4.84
H 2.50 0.35 4.69
H 2.68 1.89 2.70
H 0.88 1.69 2.51
H -1.16 0.15 -4.49
H -3.71 -0.38 -5.01
```

Which of them is the least stable? Correct choice: *x*.

*w*
This record from the OMol25 dataset describes 2 unconnected molecules or ions with the total composition C5H14N. The level of theory is wB97M-V/def2-TZVPD.

The LUMO energy is -0.1131 Eh. The net charge is +1. The HOMO-LUMO gap comes out at 10.7 eV. The HOMO energy is -13.79 eV.

XYZ file:
```
20
C5H14N, DFT wB97M-V/def2-TZVPD
C -1.32 1.98 -1.30
C -1.37 1.30 0.06
C -2.05 0.13 0.27
H -0.29 2.08 -1.65
H -1.94 1.43 -2.01
H -1.77 2.98 -1.27
H -0.80 1.80 0.83
H -1.93 -0.48 1.20
H -2.69 -0.27 -0.51
C 0.62 -1.67 1.29
N 0.88 -0.92 0.01
C 2.29 -0.43 -0.20
H -0.30 -2.23 1.17
H 1.52 -2.26 1.60
H 0.45 -0.97 2.11
H 0.18 -0.10 0.00
H 0.66 -1.41 -0.82
H 2.54 0.29 0.58
H 2.36 0.04 -1.22
H 2.96 -1.27 -0.16
```

*x*
This record from the OMol25 dataset describes a gas-phase ion, C5H14N (charge +1). The level of theory is wB97M-V/def2-TZVPD.

The LUMO energy is -0.1363 Eh. The net charge is +1. The HOMO-LUMO gap comes out at 11.5 eV. As for the SMILES: CCCCC[NH3+]. The HOMO energy is -15.18 eV.

XYZ file:
```
20
C5H14N, DFT wB97M-V/def2-TZVPD
C 1.39 0.23 -1.84
C 1.86 0.46 -0.38
C 0.83 -0.01 0.64
C -0.45 0.84 0.59
C -1.68 0.11 1.07
N -1.83 -1.23 0.41
H 0.74 1.01 -2.25
H 2.24 0.14 -2.51
H 0.83 -0.71 -1.91
H 2.81 -0.06 -0.29
H 2.05 1.52 -0.25
H 0.71 -1.08 0.44
H 1.22 -0.01 1.66
H -0.28 1.70 1.22
H -0.60 1.19 -0.44
H -1.57 -0.09 2.14
H -2.63 0.63 0.97
H -2.79 -1.57 0.55
H -1.14 -1.89 0.77
H -1.71 -1.18 -0.60
```

*y*
This record from the OMol25 dataset describes 2 unconnected molecules or ions with the total composition C5H14N. The level of theory is wB97M-V/def2-TZVPD.

The LUMO energy is -0.1278 Eh. The net charge is +1. The HOMO-LUMO gap comes out at 10.5 eV. The HOMO energy is -14.00 eV.

XYZ file:
```
20
C5H14N, DFT wB97M-V/def2-TZVPD
C -2.84 0.66 -0.57
N -1.42 1.04 -0.93
H -2.93 -0.42 -0.65
H -3.10 1.05 0.41
H -3.51 1.14 -1.28
H -1.29 0.88 -1.93
H -0.87 0.32 -0.38
H -1.16 1.99 -0.69
C 3.07 -0.42 0.17
C 1.65 0.10 0.43
C 0.63 -0.99 0.36
C -0.47 -1.12 1.13
H 3.11 -0.95 -0.78
H 3.71 0.46 0.11
H 3.33 -1.08 0.99
H 1.41 0.88 -0.31
H 1.59 0.60 1.41
H 0.81 -1.74 -0.40
H -1.08 -1.99 0.95
H -0.64 -0.43 1.96
```

Which of them is the least stable? Correct choice: *w*.

*w*
This record from the OMol25 dataset describes 2 unconnected molecules or ions with the total composition C5H14N. The level of theory is wB97M-V/def2-TZVPD.

The LUMO energy is -0.2088 Eh. The net charge is +1. The HOMO-LUMO gap comes out at 9.0 eV. The HOMO energy is -14.68 eV.

XYZ file:
```
20
C5H14N, DFT wB97M-V/def2-TZVPD
C -0.73 1.69 -0.10
C -0.17 0.46 0.61
C 0.10 0.67 2.09
C 0.65 -0.57 2.77
H -1.66 2.03 0.36
H -0.97 1.53 -1.16
H -0.03 2.52 -0.07
H 0.78 0.16 0.16
H -0.85 -0.40 0.49
H -0.81 1.02 2.58
H 0.81 1.50 2.20
H -0.05 -1.40 2.70
H 0.85 -0.39 3.82
H 1.59 -0.88 2.31
C -0.20 -1.51 -3.17
N 0.31 -0.80 -2.25
H -1.25 -1.76 -3.11
H 0.43 -1.86 -3.98
H 1.30 -0.54 -2.23
H -0.26 -0.42 -1.49
```

*x*
This record from the OMol25 dataset describes 2 unconnected molecules or ions with the total composition C5H14N. The level of theory is wB97M-V/def2-TZVPD.

The LUMO energy is -0.1243 Eh. The net charge is +1. The HOMO-LUMO gap comes out at 11.5 eV. The HOMO energy is -14.90 eV.

XYZ file:
```
20
C5H14N, DFT wB97M-V/def2-TZVPD
C 3.04 -0.55 0.80
C 1.79 0.24 1.06
C 0.60 -0.34 1.05
N -0.60 0.51 1.30
H 2.81 -1.61 0.84
H 3.48 -0.31 -0.16
H 3.78 -0.34 1.58
H 1.87 1.30 1.24
H 0.33 -1.38 0.98
H -0.34 1.46 1.58
H -1.17 0.57 0.46
H -1.18 0.10 2.05
C -2.24 -0.51 -1.28
C -1.32 0.55 -1.91
H -2.95 -0.03 -0.60
H -1.73 -1.30 -0.72
H -2.84 -1.00 -2.04
H -1.21 1.42 -1.24
H -0.32 0.22 -2.19
H -1.80 0.97 -2.79
```

*y*
This record from the OMol25 dataset describes a gas-phase ion, C5H14N (charge +1). The level of theory is wB97M-V/def2-TZVPD.

The LUMO energy is -0.1383 Eh. The net charge is +1. The HOMO-LUMO gap comes out at 11.4 eV. As for the SMILES: CC[C@@H](C)C[NH3+]. The HOMO energy is -15.18 eV.

XYZ file:
```
20
C5H14N, DFT wB97M-V/def2-TZVPD
C -1.28 -1.90 1.10
C -1.00 -1.05 -0.13
C -0.06 0.15 0.13
C 1.19 -0.24 0.89
C 0.27 0.81 -1.21
N 0.71 2.23 -0.99
H -1.60 -1.29 1.95
H -0.46 -2.53 1.41
H -2.14 -2.54 0.89
H -0.49 -1.67 -0.88
H -1.91 -0.67 -0.58
H -0.62 0.90 0.70
H 0.95 -0.60 1.89
H 1.90 0.58 1.02
H 1.75 -1.00 0.34
H 0.99 0.23 -1.80
H -0.61 0.83 -1.85
H 1.09 2.65 -1.85
H 1.42 2.31 -0.27
H -0.12 2.79 -0.78
```

Which of them is the least stable? Correct choice: *w*.

*w*
This record from the OMol25 dataset describes a molecular structure, C5H8O3. The level of theory is wB97M-V/def2-TZVPD.

The LUMO energy is 0.0382 Eh. The HOMO-LUMO gap comes out at 10.4 eV. The HOMO energy is -9.35 eV.

XYZ file:
```
16
C5H8O3, DFT wB97M-V/def2-TZVPD
C 1.71 -0.30 -0.04
C 1.15 1.26 -0.02
C -0.37 0.88 -0.01
C -1.97 -0.35 -0.28
C -0.66 -1.06 0.46
H 2.52 -0.61 -0.96
H 2.25 -0.54 0.89
H 1.24 1.92 0.90
H 1.62 1.84 -0.82
H -0.33 0.34 -0.88
H -2.32 -0.66 -1.28
H -2.80 -0.69 0.49
H -0.61 -2.04 0.88
O -1.73 1.03 -0.14
O 0.56 -1.13 -0.44
O -0.25 0.11 1.25
```

*x*
This record from the OMol25 dataset describes a single C5H8O3 molecule. The level of theory is wB97M-V/def2-TZVPD.

The LUMO energy is 0.0335 Eh. The HOMO-LUMO gap comes out at 10.4 eV. As for the SMILES: C1C[C@H]2OC[C@@H]1OO2. The HOMO energy is -9.53 eV.

XYZ file:
```
16
C5H8O3, DFT wB97M-V/def2-TZVPD
C 0.96 -0.73 0.60
C 1.23 0.83 0.07
C -0.20 1.39 -0.43
O -0.70 0.53 -1.49
C -1.11 -0.71 -0.93
C -0.44 -0.92 0.58
O -0.94 0.22 1.37
O -1.07 1.48 0.61
H 1.03 -1.00 1.57
H 1.60 -1.57 0.10
H 1.96 1.06 -0.75
H 1.46 1.32 1.02
H 0.17 2.26 -0.99
H -0.90 -1.62 -1.66
H -2.16 -0.67 -0.73
H -0.90 -1.87 1.06
```

Which of them is the least stable? Correct choice: *w*.

*w*
This record from the OMol25 dataset describes 3 unconnected molecules or ions with the total composition C2H8NO4. The level of theory is wB97M-V/def2-TZVPD.

The LUMO energy is 0.1384 Eh. The net charge is -1. The HOMO-LUMO gap comes out at 8.3 eV. The HOMO energy is -4.58 eV.

XYZ file:
```
15
C2H8NO4, DFT wB97M-V/def2-TZVPD
C -1.56 0.81 0.40
N -0.65 -0.11 1.03
C 0.33 0.49 1.90
O 1.55 0.37 1.57
O -0.12 1.07 2.90
H -2.21 1.27 1.14
H -2.14 0.31 -0.36
H -1.05 1.66 -0.09
H -0.21 -0.72 0.36
H -0.51 -1.89 -2.09
H 0.99 -1.48 -2.07
O 0.34 -2.07 -2.51
H 1.81 -0.11 0.04
H 1.65 0.66 -1.27
O 1.77 -0.24 -0.97
```

*x*
This record from the OMol25 dataset describes 3 unconnected molecules or ions with the total composition C2H8NO4. The level of theory is wB97M-V/def2-TZVPD.

The LUMO energy is 0.1493 Eh. The net charge is -1. The HOMO-LUMO gap comes out at 8.6 eV. The HOMO energy is -4.51 eV.

XYZ file:
```
15
C2H8NO4, DFT wB97M-V/def2-TZVPD
O -2.50 -1.67 1.93
C -1.83 -1.07 1.09
N -1.85 0.26 0.91
C -0.73 0.88 0.07
O 0.48 0.40 0.41
H -1.19 -1.64 0.41
H -2.19 0.83 1.67
H -0.85 1.96 0.26
H -0.98 0.61 -0.97
H 3.32 0.86 -0.51
H 1.77 0.95 -0.43
O 2.57 1.21 -0.98
H 1.88 -1.06 -1.84
H 0.92 -1.00 -0.61
O 1.17 -1.53 -1.40
```

Which of them is the least stable? Correct choice: *x*.